131
Properties=species:S:1:pos:R:3:forces:R:3:lowdin_charge:R:1 method="wB97M-V/def2-TZVPD" charge=+1 homo_lumo_gap_ev=7.1 de_lowest_ev=0.273 largest_force_ev_per_a=1.002
Y 0.3812 0.6251 -0.3719 0.78 -0.44 -0.46 1.1733
O -1.6744 -5.0161 -3.0946 -0.01 0.00 0.00 -0.0373
C -0.3621 -4.8655 -2.5796 -0.05 0.01 -0.07 -0.2027
C -0.0666 -3.3630 -2.4543 0.15 -0.02 -0.05 -0.5482
C -1.1096 -2.8201 -1.4698 -0.19 -0.05 0.03 -0.1530
O -0.9742 -1.4492 -1.0537 0.17 0.31 0.31 -0.2494
C 1.3533 -3.2418 -1.9031 -0.11 -0.10 0.04 -0.4149
Se 2.0107 -1.4213 -2.0766 0.18 0.19 -0.10 0.7132
C -0.0879 -2.7572 -3.8630 -0.16 -0.13 0.05 -0.4531
Se 0.5867 -0.9310 -3.9029 0.18 0.07 0.23 0.7656
H -1.8636 -5.9509 -3.2203 -0.01 0.01 -0.01 0.1058
H 0.3766 -5.3133 -3.2528 0.02 0.00 0.01 0.1356
H -0.2669 -5.3436 -1.5975 0.02 0.02 0.03 0.1285
H -1.0459 -3.4257 -0.5664 -0.02 0.02 -0.03 0.1069
H -2.1077 -2.9457 -1.8880 0.02 -0.04 -0.03 0.1341
H -1.6317 -0.9033 -1.5191 0.00 -0.08 -0.07 -0.0272
H 2.0475 -3.8712 -2.4601 -0.07 -0.04 -0.01 0.0870
H 1.4007 -3.5107 -0.8475 0.01 0.02 -0.07 0.0521
H -1.0958 -2.7268 -4.2742 0.01 -0.06 -0.01 0.0600
H 0.5362 -3.3610 -4.5213 -0.03 0.01 -0.01 0.0825
O 0.8917 1.2492 3.0949 -0.06 -0.10 -0.29 -0.0765
C 0.9536 2.5756 3.4607 0.16 -0.19 0.11 -0.3124
C 1.8386 3.0369 4.4178 -0.02 0.20 -0.01 -0.0072
C 1.8667 4.3976 4.6810 0.02 -0.05 0.01 -0.0436
C 1.0311 5.2681 3.9933 -0.01 -0.09 -0.02 -0.0569
C 0.1755 4.7797 3.0205 0.04 0.01 -0.01 -0.0503
C 0.1305 3.4146 2.7363 -0.12 0.38 0.06 -0.2921
P -0.8675 2.7020 1.4026 0.18 -0.20 -0.31 1.0482
C -1.4254 4.1845 0.5283 -0.14 0.02 0.15 -0.4231
C -0.5042 4.8362 -0.2868 0.15 -0.02 -0.06 -0.1071
C -0.8677 5.9890 -0.9618 -0.08 0.01 -0.03 -0.0709
C -2.1575 6.4910 -0.8342 0.01 -0.05 0.02 -0.0739
C -3.0750 5.8450 -0.0185 0.04 0.00 -0.02 -0.0649
C -2.7087 4.6960 0.6689 -0.07 0.04 -0.05 -0.0856
C -2.3162 1.9535 2.2007 -0.03 0.08 0.02 -0.3652
C -3.2268 1.2596 1.4002 -0.05 -0.03 0.04 -0.1088
C -4.3204 0.6294 1.9719 0.01 0.01 0.05 -0.0676
C -4.5089 0.6756 3.3479 0.00 -0.02 -0.01 -0.0724
C -3.6072 1.3601 4.1473 0.06 0.03 -0.03 -0.0659
C -2.5149 2.0002 3.5754 -0.01 -0.01 0.10 -0.0737
C 0.9705 0.2473 4.0200 -0.06 0.33 0.04 -0.2696
C 0.5536 0.4146 5.3342 0.00 -0.15 0.09 -0.0020
C 0.6451 -0.6573 6.2048 0.00 -0.01 -0.01 -0.0484
C 1.1370 -1.8838 5.7686 -0.02 0.13 -0.04 -0.0638
C 1.5164 -2.0302 4.4476 -0.01 -0.06 -0.05 -0.0750
C 1.4383 -0.9640 3.5462 0.07 -0.41 0.14 -0.2884
P 1.9084 -1.1385 1.7927 -0.31 -0.10 0.00 1.0931
C 3.7274 -1.0692 1.8107 0.00 0.11 -0.01 -0.3854
C 4.4438 -0.9917 2.9990 0.03 -0.01 0.07 -0.0705
C 5.8282 -0.8935 2.9777 -0.03 0.00 0.02 -0.0584
C 6.5107 -0.8695 1.7725 -0.01 -0.01 -0.04 -0.0658
C 5.8034 -0.9414 0.5798 0.00 0.00 0.07 -0.0649
C 4.4214 -1.0330 0.6030 0.04 0.06 -0.04 -0.1258
C 1.5346 -2.9200 1.5894 0.23 -0.04 0.10 -0.4008
C 0.2041 -3.3285 1.6554 -0.12 0.05 0.03 -0.1262
C -0.1266 -4.6721 1.5875 0.08 -0.06 -0.05 -0.0809
C 0.8721 -5.6285 1.4326 -0.03 0.07 0.02 -0.0723
C 2.1982 -5.2304 1.3608 -0.01 0.01 0.00 -0.0643
C 2.5295 -3.8832 1.4501 0.03 -0.03 -0.04 -0.0866
H 2.4980 2.3507 4.9297 0.02 -0.01 0.00 0.1320
H 2.5574 4.7802 5.4198 0.01 0.01 0.02 0.1134
H 1.0602 6.3278 4.2006 0.00 0.03 0.01 0.1107
H -0.4476 5.4649 2.4634 -0.03 0.01 -0.01 0.1108
H 0.5096 4.4559 -0.3797 -0.05 -0.02 0.01 0.0942
H -0.1491 6.4934 -1.5932 0.02 0.01 -0.01 0.1113
H -2.4467 7.3856 -1.3681 0.00 0.03 -0.02 0.1076
H -4.0776 6.2356 0.0863 -0.03 0.01 0.00 0.1082
H -3.4356 4.1974 1.2976 0.02 -0.03 0.03 0.1082
H -3.1028 1.2387 0.3242 0.03 0.02 -0.01 0.0396
H -5.0282 0.1065 1.3426 -0.02 -0.01 -0.01 0.1081
H -5.3615 0.1830 3.7954 -0.02 -0.01 0.00 0.1077
H -3.7529 1.4060 5.2179 -0.02 -0.01 0.02 0.1086
H -1.8208 2.5431 4.2060 -0.01 0.01 -0.03 0.1048
H 0.1692 1.3682 5.6673 0.00 0.00 0.00 0.1223
H 0.3251 -0.5353 7.2308 0.00 0.00 0.02 0.1134
H 1.2153 -2.7183 6.4500 -0.01 -0.02 0.03 0.1092
H 1.8809 -2.9909 4.1055 0.00 0.01 -0.01 0.1137
H 3.9288 -0.9916 3.9500 0.00 0.00 0.00 0.1040
H 6.3708 -0.8278 3.9110 0.01 0.00 0.01 0.1104
H 7.5893 -0.7906 1.7617 0.02 0.00 -0.01 0.1085
H 6.3234 -0.9166 -0.3685 0.02 0.00 -0.02 0.1104
H 3.8944 -1.0624 -0.3402 -0.05 -0.01 -0.01 0.0183
H -0.5913 -2.5986 1.7825 0.06 0.03 0.00 0.1170
H -1.1631 -4.9750 1.6547 -0.03 -0.01 0.01 0.1144
H 0.6156 -6.6778 1.3835 -0.01 -0.03 -0.01 0.1093
H 2.9819 -5.9680 1.2531 0.02 -0.02 -0.01 0.1113
H 3.5703 -3.5873 1.4141 0.00 0.01 0.01 0.1078
C -4.2595 -2.6622 -4.7861 0.03 -0.07 -0.08 -0.1039
C -4.4705 -1.5987 -3.7200 -0.07 0.06 0.10 -0.2643
C -3.2498 -0.7005 -3.5536 0.09 0.01 -0.15 -0.3103
C -3.3492 0.2995 -2.4093 -0.15 -0.08 0.06 -0.3755
Ge -1.7530 1.4809 -2.0726 -0.48 0.67 -0.18 0.7756
C -1.2599 2.2194 -3.8536 -0.02 -0.02 -0.04 -0.3857
C -1.8767 3.5882 -4.1407 0.09 0.05 -0.06 -0.3084
C -3.3912 3.5682 -4.2820 -0.07 -0.14 -0.01 -0.2941
C -3.9705 4.9414 -4.5800 -0.01 0.11 0.00 -0.1099
H -5.1416 -3.2849 -4.9300 -0.05 0.00 0.03 0.0726
H -3.4329 -3.3257 -4.5193 0.01 -0.02 0.02 0.0514
H -4.0216 -2.2086 -5.7502 0.01 0.03 -0.01 0.0781
H -4.7055 -2.0685 -2.7581 0.02 -0.04 -0.02 0.1074
H -5.3381 -0.9811 -3.9679 0.00 0.01 0.00 0.1130
H -3.0778 -0.1590 -4.4900 -0.03 0.00 0.00 0.1084
H -2.3669 -1.3408 -3.4538 0.02 0.00 0.10 0.0485
H -3.6353 -0.2161 -1.4810 -0.02 -0.05 -0.03 0.0507
H -4.1721 0.9860 -2.6191 -0.03 0.00 0.03 0.0597
H -2.5134 2.6954 -1.4344 0.04 -0.13 -0.06 -0.0366
H -1.5847 1.5030 -4.6145 0.03 -0.01 -0.03 0.0428
H -0.1709 2.2651 -3.9253 0.00 0.03 0.03 0.0319
H -1.4496 3.9986 -5.0635 0.01 0.00 -0.01 0.1117
H -1.6068 4.2891 -3.3449 0.01 0.03 0.05 0.0859
H -3.8400 3.1777 -3.3637 0.03 0.02 0.02 0.0748
H -3.6678 2.8675 -5.0785 0.01 0.01 0.00 0.1112
H -3.6983 5.6540 -3.7984 0.01 0.00 0.03 0.0628
H -5.0583 4.9184 -4.6385 -0.04 -0.02 -0.01 0.0696
H -3.5961 5.3362 -5.5259 0.02 -0.01 -0.02 0.0735
O 3.6965 1.9746 1.8418 0.00 -0.02 0.12 -0.2637
S 3.3247 2.8568 0.7775 -0.51 0.09 -0.25 0.6408
O 2.8999 4.1908 1.0840 0.05 -0.06 0.11 -0.2604
N 2.1857 2.1370 -0.1978 0.38 -0.27 -0.20 -0.1642
C 2.6547 1.9343 -1.4579 -0.25 0.35 0.71 -0.5318
O 1.9151 1.3854 -2.2955 -0.21 -0.10 0.15 -0.1853
C 4.0525 2.3945 -1.6526 -0.23 -0.16 -0.20 -0.1302
C 4.8248 2.3568 -2.8012 0.04 -0.01 0.05 0.0184
C 6.1209 2.8481 -2.7184 -0.04 0.00 0.06 -0.0444
C 6.6160 3.3617 -1.5199 0.06 0.02 -0.02 -0.0438
C 5.8374 3.4018 -0.3692 -0.06 -0.10 -0.19 -0.0125
C 4.5546 2.9015 -0.4745 0.44 0.21 0.13 -0.2161
H 4.4236 1.9576 -3.7223 -0.01 0.00 -0.02 0.1286
H 6.7554 2.8380 -3.5932 0.02 0.00 -0.02 0.1127
H 7.6275 3.7443 -1.4864 0.01 -0.01 -0.01 0.1143
H 6.2184 3.8071 0.5569 -0.01 0.00 0.04 0.1286